(1)
{"formula": "C40H42BiN3O4Se3Te2", "method": "the ωB97M-V functional and the def2-TZVPD basis", "e_tot_ha": -9969.8312, "largest_force_ev_per_a": 1.33, "homo_lumo_gap_ev": 5.107, "relative_energy_ev": 1.301, "total_charge": -2, "lumo_energy_ev": 3.98, "elements": ["O", "N", "H", "C", "C", "C", "H", "C", "H", "H", "C", "H", "H", "H", "C", "C", "H", "H", "C", "C", "H", "H", "C", "H", "H", "C", "N", "O", "H", "H", "H", "H", "H", "Te", "C", "C", "H", "C", "H", "H", "C", "O", "C", "C", "C", "H", "H", "C", "H", "H", "H", "C", "C", "Se", "H", "H", "C", "H", "H", "H", "H", "C", "C", "C", "C", "C", "C", "O", "C", "H", "Se", "C", "C", "C", "C", "C", "C", "C", "H", "H", "C", "H", "H", "C", "Bi", "Te", "H", "Se", "N", "C", "H", "H", "H", "C", "H"], "coordinates": [[-3.01281, -1.04267, -4.78581], [2.14825, -0.25805, -0.17645], [-5.02290, -0.86798, -3.22401], [2.64623, 2.50073, -1.00808], [-5.04056, -1.28006, -1.09370], [0.60308, -5.99007, -3.34172], [-0.24135, 1.88936, 3.59197], [2.17833, -1.07161, 2.67465], [-3.48650, 5.99253, -0.65705], [1.50529, 4.33111, -0.70916], [1.48403, 3.43825, -1.34141], [-0.04135, -2.80463, -4.45949], [-1.84970, -4.81195, -3.21287], [0.85180, -2.18646, 3.96607], [-1.27375, 1.59394, 3.73608], [-2.55479, 4.16526, -0.04997], [-3.52582, 1.06421, 6.21260], [2.58289, 1.61313, -1.63737], [-4.24557, -1.59752, -0.00180], [-2.87139, -1.67367, -0.17905], [2.77712, -5.54578, -2.07464], [0.09341, -0.82098, 3.15092], [-1.10909, -4.39793, -2.52408], [-0.24767, -4.37450, -5.23434], [-3.99826, 0.67104, 1.97436], [-1.90906, -2.01511, 0.96946], [-2.31844, -1.48330, -1.37552], [-0.80703, -1.38650, 0.93480], [3.71515, -1.05162, 4.21282], [-4.66340, -1.78373, 0.97822], [1.16624, -0.53819, 4.53978], [3.29673, -2.66711, 3.61999], [1.53572, 3.74874, -2.38280], [-1.28610, 1.42358, 0.63282], [-1.92907, 6.33316, 0.78512], [2.48108, -2.48889, -0.95562], [4.18476, -3.83035, -0.57673], [0.34830, -3.81599, -4.50650], [-1.36654, -3.36676, -2.32735], [2.95173, 4.04520, 1.14494], [-4.45448, -1.10023, -2.33575], [-2.26973, -2.87490, 1.77364], [1.31758, -3.88590, -2.21517], [-3.11921, 1.13305, 5.21049], [2.60932, 1.34248, 3.12885], [4.05410, 4.15535, -0.84419], [2.61002, 1.07567, 4.17995], [-0.95998, 5.73791, 1.58286], [-1.15597, -4.94562, -1.57959], [-4.94328, 0.54110, 4.24888], [-0.33309, 6.34851, 2.22373], [1.00156, -1.15188, 3.65030], [2.82475, -1.34830, -0.19577], [1.56687, 1.71790, -4.73100], [-2.04033, 7.41170, 0.78517], [1.37920, -3.76484, -4.86215], [-2.36061, -1.05762, -3.75097], [-3.15266, 3.55866, -0.71879], [3.74911, -1.43525, 0.38273], [4.30076, -1.59040, 2.63550], [2.96941, 3.41558, 3.53078], [-0.79088, 4.36094, 1.55809], [3.97236, 3.18884, -1.34731], [-1.58680, 3.56117, 0.74532], [-2.05555, 1.28559, 2.62880], [2.40007, 0.71481, 0.81245], [-3.37712, 0.90480, 2.83069], [-1.07194, -0.96687, -3.68978], [3.22018, -3.66352, -1.03162], [0.66903, -6.52180, -2.38999], [1.94921, -0.32550, -3.63255], [-1.80118, 1.52214, 5.01692], [2.81017, 2.66087, 2.76861], [-3.07644, -1.21492, -2.43061], [2.49220, -4.53844, -1.82231], [0.28717, -4.50320, -3.13409], [3.45230, -1.62758, 3.32264], [2.80127, 3.01073, 1.43018], [1.54133, -6.11870, -3.88468], [4.01242, 3.35774, -2.42477], [2.59897, 2.06132, 0.43904], [-1.18217, 1.77196, 5.87129], [1.91733, -1.70953, 1.83308], [2.40511, 0.34762, 2.17870], [0.16943, -0.63322, -1.75417], [-0.81675, 1.95330, -5.37232], [-0.19904, -6.43917, -3.92998], [-1.96390, 2.62961, -3.30617], [1.30734, -2.62388, -1.69141], [-2.72597, 5.54332, -0.02965], [-0.02278, 3.90352, 2.17098], [4.82600, 2.57118, -1.05930], [-6.11452, -1.19037, -0.97895], [-3.90777, 0.82912, 4.11029], [0.51856, 2.95628, -1.19595]]}

---

(2)
{"formula": "C40H42BrCaN3O3Te", "method": "the ωB97M-V functional and the def2-TZVPD basis", "e_tot_ha": -5459.2076, "largest_force_ev_per_a": 0.63, "homo_lumo_gap_ev": [6.758, 6.233], "relative_energy_ev": 0.000, "total_charge": -1, "lumo_energy_ev": [2.20, 1.63], "spin_multiplicity": 2, "elements": ["C", "H", "H", "C", "H", "C", "C", "C", "H", "H", "C", "C", "C", "C", "C", "C", "H", "C", "C", "H", "C", "H", "C", "H", "N", "C", "C", "C", "C", "C", "H", "H", "H", "C", "H", "H", "H", "C", "H", "C", "C", "H", "C", "H", "H", "C", "H", "H", "H", "C", "H", "C", "H", "O", "H", "N", "C", "H", "H", "H", "C", "H", "O", "H", "H", "H", "C", "C", "C", "H", "H", "O", "H", "C", "C", "C", "C", "H", "H", "C", "Br", "Te", "C", "N", "Ca", "C", "H", "H", "H", "H", "H"], "coordinates": [[-3.39745, -2.54046, 0.74306], [-1.29014, 1.10447, 5.22041], [-3.63384, 4.51291, 4.51957], [1.88020, 0.60142, 4.20866], [-3.03409, 0.65685, -2.38875], [2.81300, 0.79731, 3.03240], [0.52665, 0.96023, 4.06780], [0.13197, -3.17941, -0.39668], [3.69028, -1.91793, -3.42264], [2.04624, -0.32285, 7.47544], [-2.79319, -0.68878, -0.70987], [-0.23360, 0.83874, 5.24201], [3.06955, 0.91561, 0.64920], [-1.79283, 4.90371, 5.58748], [-2.16440, -2.45726, -4.04820], [2.75205, -1.79463, -2.88047], [0.85255, -2.62455, -0.98424], [0.43767, 4.04180, -4.31467], [0.28764, -2.14143, -3.44361], [-4.64788, -0.85517, 0.32886], [2.39992, 2.66124, -4.21410], [2.14172, -5.31381, -6.56680], [1.62760, -2.51737, -3.58523], [1.84744, 3.83838, -5.92246], [-0.00516, 1.14943, -0.67877], [1.58649, 3.54083, -4.91477], [1.82490, -0.87427, 1.59618], [0.13635, 4.43008, 4.30566], [-1.20968, -2.49199, -0.31736], [-0.35000, -3.95268, -4.89806], [0.48649, -5.91508, -6.43675], [-4.01052, -3.20053, 2.69425], [2.71849, -1.52145, 1.57917], [0.10323, 3.66402, -3.02247], [1.69363, -6.37482, -5.23650], [-2.52233, -2.42749, -3.01877], [2.90088, -2.18860, -1.87036], [-0.70922, -2.85285, -4.12048], [3.14378, 1.84059, 3.01040], [0.28963, 0.39629, 6.45747], [2.42212, 0.13740, 5.40629], [2.58726, 0.68792, -0.30223], [-3.22064, 0.62541, -1.31321], [-2.67653, 1.44954, -0.85388], [2.69384, 1.58931, -2.37824], [0.90463, 2.76747, -2.32472], [-4.28231, 0.79442, -1.13950], [-2.78315, -3.16197, -4.60462], [-4.53989, -4.25191, 1.38379], [-2.55358, 4.49914, 4.50731], [-1.12699, -4.50506, -5.41823], [-4.37963, -3.20993, 1.66680], [3.26754, 1.98743, 0.69067], [-2.40048, 2.32560, 1.85959], [-1.89249, -4.03844, 0.98485], [-0.56281, 4.00738, 3.27311], [0.97029, -4.35463, -5.03093], [3.30170, 2.27278, -4.67103], [0.53725, -3.30301, 0.60933], [2.55143, -0.72782, -2.77928], [1.94777, -3.62042, -4.37180], [1.28146, -1.00560, 0.66004], [-3.55563, 4.25844, 1.71125], [4.02909, 0.37406, 0.69681], [0.23307, 5.18999, 6.30632], [-0.34677, 0.32484, 7.33451], [-0.40652, 4.88253, 5.49316], [-2.15729, -3.10324, 0.49951], [-1.89773, 4.05413, 3.36880], [2.99033, -3.90818, -4.47500], [-0.19955, 4.73029, -4.85535], [0.60595, 3.22460, -0.01749], [-2.26361, 5.23573, 6.50461], [2.05750, 2.27445, -2.92525], [-1.53637, -1.28354, -0.94883], [-2.70282, 3.51963, 2.18653], [0.49219, 2.34754, -0.93419], [0.03390, -4.17372, -0.83797], [1.18868, -1.17694, 2.42801], [1.62736, 0.03537, 6.54193], [2.02587, 4.40132, 4.11409], [-0.26408, -0.26000, -2.31724], [-3.69100, -1.32781, 0.13708], [2.18274, 0.52811, 1.73685], [-0.17463, 1.80785, 1.69786], [1.34128, -5.55408, -5.86500], [3.47257, -0.14039, 5.45742], [3.72154, 0.17846, 3.14456], [-0.78597, 4.05664, -2.54519], [-5.34227, -2.69997, 1.65303], [-2.31866, -1.46161, -4.47091]]}

---

(3)
{"formula": "C40H42ClN3O9PSV", "method": "the ωB97M-V functional and the def2-TZVPD basis", "e_tot_ha": -4534.5315, "largest_force_ev_per_a": 3.53, "homo_lumo_gap_ev": [6.965, 6.795], "relative_energy_ev": 2.049, "total_charge": -1, "lumo_energy_ev": [1.55, 1.39], "spin_multiplicity": 4, "elements": ["H", "C", "H", "C", "C", "O", "C", "H", "P", "H", "S", "C", "C", "H", "H", "C", "C", "O", "C", "O", "C", "H", "H", "N", "C", "H", "H", "H", "H", "C", "C", "H", "H", "H", "C", "C", "C", "C", "O", "C", "Cl", "H", "C", "C", "V", "C", "H", "C", "C", "C", "C", "O", "C", "H", "H", "H", "H", "C", "H", "C", "C", "H", "H", "H", "H", "C", "H", "O", "C", "H", "C", "H", "C", "N", "H", "H", "H", "H", "H", "H", "O", "H", "C", "C", "H", "N", "O", "H", "H", "C", "O", "C", "C", "H", "C", "H", "H", "C"], "coordinates": [[11.61658, 5.60361, 14.45100], [16.41941, 12.05059, 8.62630], [18.75976, 14.33088, 7.79194], [12.86438, 7.37621, 14.28907], [16.73503, 10.96636, 15.76650], [16.96589, 8.79957, 10.59530], [20.03182, 10.37190, 12.25178], [10.83170, 5.24166, 11.06758], [13.73046, 12.12251, 9.45284], [11.99793, 9.90328, 10.25033], [8.44450, 6.70878, 11.11107], [13.70555, 12.90029, 11.13810], [11.46112, 13.84074, 8.89392], [12.14859, 10.96836, 12.20234], [18.76985, 6.74111, 15.08689], [15.36280, 12.88593, 8.90613], [11.74383, 8.88038, 10.46335], [14.60887, 10.82928, 11.59478], [12.58555, 13.20165, 8.45292], [8.18368, 7.60490, 12.21466], [18.15516, 7.60846, 14.91268], [14.01515, 11.49467, 16.08464], [20.55795, 11.05452, 11.52524], [14.19260, 9.28980, 13.83230], [16.83816, 14.75051, 8.62018], [9.96613, 14.67873, 6.00451], [17.21282, 7.34784, 14.32050], [16.19789, 11.92002, 15.78383], [14.26428, 6.18104, 13.42906], [10.40469, 8.51517, 10.55067], [20.83944, 9.37666, 12.85804], [9.49647, 9.28564, 13.60180], [14.76982, 14.94772, 9.24846], [18.55149, 11.95726, 8.00594], [14.18562, 6.57189, 14.42074], [10.47898, 8.77770, 13.77630], [12.83760, 13.19380, 7.05965], [20.16671, 8.46065, 13.69412], [16.27602, 6.98557, 11.91752], [15.59667, 14.25145, 8.96750], [16.96105, 7.30738, 10.66366], [10.80751, 11.38653, 13.29992], [18.13712, 9.73665, 13.49554], [11.64377, 6.65931, 14.24906], [15.39381, 9.07554, 12.05803], [11.64372, 9.49902, 13.70356], [11.94818, 13.61285, 5.09547], [10.73339, 14.32879, 6.66512], [14.69245, 9.99550, 14.74358], [10.49202, 7.39665, 14.05569], [17.85163, 13.91911, 8.27765], [8.60517, 5.31209, 11.51254], [11.75248, 10.90938, 13.24684], [14.71477, 7.74121, 9.83200], [17.01901, 11.39171, 11.39974], [9.67589, 14.87982, 8.49316], [9.63767, 9.28042, 10.55828], [18.87206, 8.68009, 14.06336], [13.99541, 9.30906, 9.97584], [14.37627, 12.01729, 12.10380], [12.83148, 8.73369, 13.95345], [15.04776, 7.09266, 14.69798], [14.05304, 5.75560, 15.12155], [13.08138, 5.71449, 10.64965], [17.04625, 15.80430, 8.68974], [16.14374, 10.18720, 14.69026], [12.45305, 11.38598, 13.92780], [18.27094, 6.78636, 10.63628], [11.10398, 6.25824, 10.89049], [14.59578, 10.08335, 16.86214], [14.02860, 10.40536, 15.96458], [12.64772, 12.88459, 11.40105], [12.74381, 7.94521, 10.51352], [16.72799, 9.82627, 13.63983], [17.76872, 12.48845, 12.61965], [17.76735, 8.02630, 15.84768], [18.63473, 12.10650, 11.04994], [11.36885, 13.88808, 9.99954], [16.32760, 10.97658, 8.66392], [13.67781, 12.71263, 6.72923], [14.70080, 12.39901, 13.24448], [21.87612, 9.27601, 12.58208], [10.07153, 7.16335, 10.81641], [12.44969, 6.62106, 10.78830], [20.72312, 7.63102, 14.14077], [14.07879, 8.37987, 10.34837], [16.23556, 6.77566, 9.50913], [13.00686, 9.98606, 15.96080], [9.52254, 6.85268, 14.02023], [18.69834, 10.59436, 12.53510], [7.62815, 6.99582, 9.92858], [17.65958, 12.55080, 8.30286], [17.97017, 11.68834, 11.88744], [14.03843, 13.90054, 11.29283], [11.88074, 13.75061, 6.18716], [17.77538, 11.15668, 15.61842], [16.60333, 10.58630, 16.74660], [10.48985, 14.33791, 8.03599]]}